# C13H52O13

13 unconnected molecules or ions with the total composition C13H52O13 (wB97M-V/def2-TZVPD, the Open Molecules 2025 dataset).

Properties
* energy relative to the best compared isomer or geometry (same formula, charge and spin): 5.3078 eV
* frontier orbital gap: 10.03 eV
* spin multiplicity: 1

Geometry (Å):
C -2.569 -27.052 22.040
O -3.654 -26.403 21.339
H -2.431 -27.995 21.512
H -1.690 -26.410 22.101
H -2.887 -27.389 23.027
H -3.965 -26.890 20.572
C -11.136 -24.718 15.282
O -11.190 -25.913 16.023
H -12.140 -24.371 15.034
H -10.860 -23.942 15.996
H -10.398 -24.745 14.481
H -11.939 -26.420 15.701
C -12.925 -16.937 24.852
O -11.611 -16.825 24.365
H -12.970 -17.628 25.694
H -13.358 -15.980 25.142
H -13.592 -17.428 24.144
H -11.270 -17.682 24.099
C -2.592 -16.414 21.038
O -1.903 -15.811 20.023
H -1.801 -16.850 21.648
H -3.118 -15.713 21.686
H -3.329 -17.163 20.749
H -2.619 -15.485 19.472
C -13.424 -19.094 15.471
O -14.623 -19.685 15.903
H -12.507 -19.261 16.037
H -13.071 -19.593 14.568
H -13.532 -18.013 15.382
H -15.366 -19.347 15.398
C -16.626 -22.490 20.941
O -15.380 -22.642 20.193
H -16.553 -21.572 21.524
H -17.525 -22.493 20.324
H -16.844 -23.362 21.556
H -15.474 -22.004 19.481
C -5.616 -27.128 15.573
O -6.386 -27.558 16.604
H -6.070 -27.298 14.597
H -5.496 -26.056 15.726
H -4.650 -27.630 15.505
H -7.292 -27.441 16.308
C -6.551 -18.575 16.212
O -6.917 -17.665 17.261
H -5.808 -18.190 15.513
H -6.323 -19.581 16.566
H -7.381 -18.794 15.542
H -7.567 -18.049 17.855
C -13.414 -28.118 22.114
O -12.382 -27.186 22.149
H -13.599 -28.601 21.155
H -13.343 -28.934 22.834
H -14.231 -27.546 22.554
H -12.520 -26.651 21.363
C -8.510 -22.330 20.720
O -9.578 -21.406 20.770
H -8.662 -23.256 20.165
H -7.614 -21.812 20.379
H -8.136 -22.586 21.711
H -10.448 -21.809 20.715
C -8.046 -20.431 27.764
O -8.555 -21.090 28.925
H -8.544 -20.963 26.954
H -8.395 -19.400 27.706
H -6.972 -20.615 27.714
H -8.395 -22.036 28.898
C -1.819 -22.028 24.824
O -2.833 -21.990 23.817
H -2.144 -21.403 25.655
H -1.530 -22.980 25.271
H -0.982 -21.489 24.381
H -2.655 -22.784 23.307
C -7.617 -26.273 26.869
O -7.777 -25.960 28.275
H -7.826 -27.290 26.537
H -8.317 -25.605 26.367
H -6.613 -26.065 26.499
H -7.074 -26.259 28.857

Forces on atoms 1 to 2 (eV/Å):
-1.4 -0.9 -1.0
0.3 0.7 0.8